(1)
ORCA calculation (ωB97M-V with the def2-TZVPD basis set) on a 2-piece molecular cluster, CH2NOS2 overall at a distorted geometry.

Positions of all 7 atoms, in Å:
C 0.221 0.575 -1.207
N 0.128 -1.291 0.571
O -0.379 0.015 -2.103
S 1.066 1.726 -0.562
S -0.370 -0.415 1.938
H -0.553 -1.450 -0.174
H -0.114 0.841 1.537

The value obtained for the LUMO energy is 3.3357 eV. Its net charge is -1. The HOMO-LUMO gap is 6.15 eV.

These are the Löwdin partial charges, in e, on atoms 1 to 2: atom 1 (C): -0.8958, atom 2 (N): -0.6278

---

(2)
ORCA calculation (ωB97M-V with the def2-TZVPD basis set) on a 2-piece molecular cluster, CH2NP overall at a distorted geometry.

Positions of all 5 atoms, in Å:
C -0.860 0.489 1.038
N -1.376 0.628 2.074
P 0.391 0.183 -1.079
H 1.687 -0.191 -0.779
H 0.158 -1.109 -1.253

The value obtained for the LUMO energy is -1.8821 eV. The HOMO-LUMO gap is 9.32 eV.

These are the Löwdin partial charges, in e, on atoms 1 to 2: atom 1 (C): -0.3608, atom 2 (N): -0.0586

---

(3)
ORCA calculation (ωB97M-V with the def2-TZVPD basis set) on CH2Na8O4 as an isolated structure at a distorted geometry.

Positions of all 15 atoms, in Å:
Na 5.544 5.650 16.184
Na 2.858 7.665 13.782
Na 1.666 2.591 13.930
Na 2.138 5.898 16.214
Na 4.524 2.451 16.544
Na 6.351 3.198 13.728
Na 0.008 5.293 12.936
Na 3.470 5.689 10.905
C 3.691 4.726 13.857
O 3.727 4.092 15.006
O 4.763 5.130 13.320
O 2.546 5.042 13.293
O 6.675 7.095 14.394
H 6.298 7.967 14.585
H 6.191 6.752 13.636

The value obtained for the LUMO energy is -21.9565 eV. Its net charge is +6. The HOMO-LUMO gap is 8.22 eV.

These are the Löwdin partial charges, in e, on atoms 1 to 2: atom 1 (Na): 0.8034, atom 2 (Na): 0.8922

---

(4)
ORCA calculation (ωB97M-V with the def2-TZVPD basis set) on a 2-piece molecular cluster, CH2O2 overall.

Positions of all 5 atoms, in Å:
H -1.964 5.892 7.808
H -2.653 5.770 8.026
O -0.933 -0.483 -0.896
C 0.208 -0.481 -0.718
O 1.333 -0.540 -0.465

The value obtained for the LUMO energy is 0.5154 eV. The HOMO-LUMO gap is 13.59 eV. Its SMILES is [H][H].O=C=O.

These are the Löwdin partial charges, in e, on atoms 1 to 2: atom 1 (H): 0.0000, atom 2 (H): 0.0000

---

(5)
ORCA calculation (ωB97M-V with the def2-TZVPD basis set) on a 2-piece molecular cluster, CH2O2 overall at a distorted geometry.

Positions of all 5 atoms, in Å:
H 9.212 -3.853 5.360
H 9.560 -4.025 4.706
O -1.485 -0.578 -0.592
C -0.934 0.399 -0.280
O -0.167 1.264 -0.452

The value obtained for the LUMO energy is -0.0356 eV. The HOMO-LUMO gap is 12.79 eV. Its SMILES is [H][H].O=C=O.

These are the Löwdin partial charges, in e, on atoms 1 to 2: atom 1 (H): 0.0000, atom 2 (H): 0.0000

---

(6)
ORCA calculation (ωB97M-V with the def2-TZVPD basis set) on one molecule with the formula CH2O2S at a distorted geometry.

Positions of all 6 atoms, in Å:
O -2.749 -0.294 0.080
C -1.560 -0.495 0.204
O -0.450 -1.424 -0.325
S 0.974 -0.837 0.219
H -0.982 0.175 0.847
H 1.090 0.359 -0.585

The value obtained for the LUMO energy is 0.4114 eV. The HOMO-LUMO gap is 10.40 eV. Its SMILES is O=COS.

These are the Löwdin partial charges, in e, on atoms 1 to 2: atom 1 (O): 0.1004, atom 2 (C): -0.2868

---

Energy relative to the best compared isomer or geometry (same formula, charge and spin) values (in kJ/mol) by entry order: 198.8, 223.9, 598.4, 11.3, 64.3, 231.1.
Highest occupied orbital energy values (in eV) by entry order: -2.8, -11.2, -30.2, -13.1, -12.8, -10.0.